<i>
A 3-piece molecular cluster, C2H9NS overall. Source: the OMol25 dataset; level of theory: wB97M-V/def2-TZVPD.

The multiplicity is 2. Its charge is +1. The calculation puts the orbital gap (spin up / spin down) at 9.95 / 5.49 eV. The HOMO energy (spin up / spin down) comes out at -14.3 / -14.3 eV. As for the expectation value of S²: 0.75.

Last column: Löwdin spin population.
Geometry (Å):
N  -1.82268  -0.54776  2.31022  0.002
H  -2.02857  -1.20685  3.04116  0.000
H  3.22204  -2.16018  -2.09333  0.000
H  -1.80311  0.35663  2.79572  0.000
H  -0.80108  -0.70057  2.29178  0.000
C  0.44721  0.34968  -1.27217  0.063
C  -0.56815  1.17083  -0.59323  0.054
S  1.15511  1.70561  -0.25651  0.834
H  2.76808  -1.56428  -2.08682  0.000
H  1.00604  -0.48970  -0.86364  0.015
H  0.60710  0.41566  -2.34620  0.012
H  -1.06317  0.82743  0.31174  0.008
H  -1.11881  1.84350  -1.23871  0.012

=====

<ii>
C2H9NS as an isolated structure. Source: the OMol25 dataset; level of theory: wB97M-V/def2-TZVPD.

The multiplicity is 2. Its charge is +1. The calculation puts the orbital gap (spin up / spin down) at 11.91 / 6.87 eV. The HOMO energy (spin up / spin down) comes out at -15.2 / -15.0 eV. As for the expectation value of S²: 0.75.

Last column: Löwdin spin population.
Geometry (Å):
S  0.10846  1.42858  -1.34959  0.928
H  1.35235  1.79245  -0.97576  0.041
C  -0.91995  -1.82641  0.44080  0.000
N  0.21734  -0.89062  0.42825  -0.006
C  0.32388  -0.12422  1.68257  0.008
H  -0.93710  -2.41582  -0.47896  0.000
H  -0.88850  -2.49715  1.29078  0.000
H  -1.84492  -1.25723  0.49000  0.000
H  0.08180  0.03732  -0.52186  0.026
H  1.07416  -1.41640  0.28277  0.000
H  -0.54790  0.53070  1.77178  0.003
H  1.21565  0.49343  1.64411  0.001
H  0.35101  -0.77332  2.54736  0.001

=====

The structure with the least stability is <i>.